This record from OMol25 describes C8H23AgCl2NO5 as an isolated structure. The level of theory is ωB97M-V/def2-TZVPD.

Last column: Löwdin charge in e.
CARTESIAN COORDINATES (ANGSTROEM)
Ag (-0.022, 0.908, -0.951)  0.7625
Cl (0.464, -0.840, -2.991)  -0.2717
Cl (-0.420, 2.737, 0.923)  -0.2286
C (-1.862, -0.373, 2.264)  -0.0686
C (-0.493, -0.909, 1.792)  -0.4208
C (-0.024, -2.152, 2.544)  -0.1749
O (1.330, -2.480, 2.181)  -0.2029
C (1.915, -3.653, 2.694)  -0.1069
N (-0.508, -1.122, 0.328)  0.0239
H (-2.224, 0.493, 1.709)  0.0404
H (-1.793, -0.110, 3.319)  0.0802
H (-2.664, -1.106, 2.174)  0.0730
H (0.219, -0.104, 1.980)  0.0979
H (-0.669, -2.998, 2.306)  0.1275
H (-0.078, -2.039, 3.626)  0.1277
H (3.001, -3.647, 2.596)  0.0903
H (1.561, -4.513, 2.125)  0.0835
H (1.612, -3.889, 3.714)  0.0842
H (-1.264, -1.759, 0.121)  0.0853
H (0.336, -1.677, 0.327)  0.0620
C (2.969, 1.919, -1.442)  -0.1917
C (2.939, 1.468, 0.016)  -0.2225
O (2.018, 0.392, 0.252)  -0.1661
O (1.632, 2.251, -1.893)  -0.1810
H (3.334, 1.116, -2.081)  0.1194
H (3.527, 2.851, -1.536)  0.1261
H (2.450, 2.281, 0.553)  0.0803
H (3.894, 1.298, 0.513)  0.1272
H (2.149, 0.149, 1.171)  0.0795
H (1.794, 2.657, -2.748)  0.0955
C (-3.103, 0.868, -2.274)  -0.2059
C (-2.165, 1.695, -3.287)  -0.1886
O (-1.187, 2.427, -2.503)  -0.1541
O (-2.376, 0.151, -1.285)  -0.1807
H (-3.638, 0.115, -2.853)  0.1124
H (-3.848, 1.452, -1.735)  0.1140
H (-2.769, 2.376, -3.887)  0.1147
H (-1.780, 0.917, -3.947)  0.0785
H (-1.230, 3.293, -2.914)  0.0918
H (-3.027, -0.441, -0.900)  0.0871

Its expectation value of S² is 0.76. The value obtained for the LUMO energy (spin up / spin down) is 0.5 / -2.4 eV. The value obtained for the largest force on an atom is 2.97 eV/Å. As for the energy above the lowest of the compared OMol25 structures with the same formula, charge and spin: 36.23 kcal per mole. The multiplicity is 2. As for the HOMO-LUMO gap (spin up / spin down): 9.31 / 5.94 eV. The total energy comes out at -1816.82257 Eh.

This record from OMol25 describes ILi2 as an isolated structure. The level of theory is ωB97M-V/def2-TZVPD.

Last column: Löwdin charge in e.
CARTESIAN COORDINATES (ANGSTROEM)
Li (-1.019, -0.056, 1.015)  0.5528
Li (0.945, -0.736, -0.321)  0.2892
I (0.073, 0.791, -0.694)  0.1579

The value obtained for the LUMO energy is -5.3 eV. The value obtained for the largest force on an atom is 11.70 eV/Å. As for the energy above the lowest of the compared OMol25 structures with the same formula, charge and spin: 82.22 kcal per mole. The multiplicity is 1. As for the HOMO-LUMO gap: 9.71 eV. The net charge is +1. The total energy comes out at -312.48793 Eh.

This record from OMol25 describes C14H34BCuN2O12V2 as an isolated structure. The level of theory is ωB97M-V/def2-TZVPD.

Last column: Löwdin charge in e.
CARTESIAN COORDINATES (ANGSTROEM)
O (22.949, -13.131, 1.394)  -0.2692
V (21.761, -13.873, 0.550)  1.2388
O (17.968, -12.268, -2.188)  -0.2575
V (19.322, -12.121, -1.394)  1.0300
Cu (17.943, -14.537, 1.767)  0.5378
C (21.236, -13.796, -2.115)  -0.9804
O (20.738, -12.987, -2.877)  0.0157
O (20.489, -14.118, -1.216)  -0.1291
O (22.185, -13.339, -1.579)  0.0379
C (19.602, -12.202, 1.250)  -0.9581
O (18.537, -12.281, 0.660)  -0.0063
O (20.001, -13.189, 1.787)  -0.0333
O (20.489, -11.876, 0.483)  -0.0690
B (20.012, -10.206, -2.301)  -0.3678
H (19.604, -10.848, -3.066)  -0.0204
H (20.262, -9.234, -2.699)  0.0069
H (19.259, -10.184, -1.529)  -0.0192
H (20.939, -10.528, -1.852)  -0.0027
C (17.786, -7.774, 2.350)  -0.1360
O (19.123, -7.573, 1.985)  -0.1991
C (19.525, -8.533, 0.962)  -0.1704
C (20.986, -8.312, 0.502)  -0.1793
N (21.089, -7.398, -0.612)  -0.0639
C (22.441, -7.225, -1.029)  -0.2426
C (23.223, -6.246, -0.191)  -0.2467
O (24.387, -5.896, -0.860)  -0.2039
C (25.585, -6.754, -0.771)  -0.0523
H (17.738, -8.727, 2.877)  0.0802
H (17.147, -7.601, 1.484)  0.0915
H (17.531, -7.075, 3.146)  0.0822
H (18.808, -8.521, 0.141)  0.1163
H (19.357, -9.503, 1.430)  0.0943
H (21.260, -9.288, 0.103)  0.0952
H (21.536, -7.989, 1.386)  0.1255
H (20.615, -7.841, -1.386)  0.0653
H (22.385, -6.871, -2.058)  0.1301
H (22.895, -8.194, -1.232)  0.1167
H (23.432, -6.598, 0.820)  0.1127
H (22.602, -5.377, 0.027)  0.1270
H (25.948, -6.898, 0.246)  0.0788
H (26.378, -6.379, -1.417)  0.0809
H (25.232, -7.698, -1.189)  0.0739
C (15.567, -14.506, -1.357)  -0.0596
O (16.302, -15.373, -0.449)  -0.2110
C (17.180, -16.298, -1.102)  -0.1925
C (17.666, -17.325, -0.093)  -0.2065
N (18.434, -16.711, 0.948)  -0.0791
C (18.568, -17.580, 2.112)  -0.1569
C (19.303, -16.929, 3.329)  -0.1507
O (18.693, -15.646, 3.545)  -0.2489
C (19.357, -14.815, 4.486)  -0.0809
H (14.728, -13.888, -1.038)  0.0915
H (15.027, -15.229, -1.968)  0.0815
H (16.227, -13.868, -1.946)  0.0641
H (17.995, -15.729, -1.549)  0.1238
H (16.664, -16.870, -1.874)  0.1263
H (18.312, -18.018, -0.631)  0.1297
H (16.855, -17.930, 0.313)  0.1317
H (19.312, -16.706, 0.447)  0.1176
H (19.202, -18.406, 1.790)  0.1253
H (17.581, -17.940, 2.402)  0.1305
H (20.348, -16.726, 3.094)  0.1149
H (19.341, -17.546, 4.227)  0.1312
H (19.086, -15.175, 5.478)  0.0928
H (18.996, -13.787, 4.470)  0.0980
H (20.444, -14.888, 4.434)  0.0972

Its expectation value of S² is 2.10. The value obtained for the LUMO energy (spin up / spin down) is -2.5 / -2.3 eV. The value obtained for the largest force on an atom is 14.89 eV/Å. The multiplicity is 3. As for the HOMO-LUMO gap (spin up / spin down): 5.29 / 5.48 eV. The total energy comes out at -5119.15653 Eh.

This record from OMol25 describes BrI2Mn as an isolated structure. The level of theory is ωB97M-V/def2-TZVPD.

Last column: Löwdin charge in e.
CARTESIAN COORDINATES (ANGSTROEM)
Mn (0.288, 0.365, 0.396)  0.0410
I (-0.891, -2.272, 0.377)  -0.3407
I (2.590, 0.437, -1.477)  -0.3657
Br (-1.987, 1.470, 0.704)  -0.3346

Its expectation value of S² is 8.76. The value obtained for the LUMO energy (spin up / spin down) is 2.6 / 2.3 eV. The value obtained for the largest force on an atom is 1.60 eV/Å. As for the energy above the lowest of the compared OMol25 structures with the same formula, charge and spin: 9.48 kcal per mole. The multiplicity is 6. As for the HOMO-LUMO gap (spin up / spin down): 7.70 / 7.40 eV. The net charge is -1. The total energy comes out at -4320.61999 Eh.